Entry A
Computed, not measured: an isolated molecule of C3H5NS, with ωB97M-V/def2-TZVPD.

Geometry as XYZ:
```
10
Properties=species:S:1:pos:R:3:nbo_charge:R:1
C -0.65 -1.21 -1.31 -0.447
C 0.01 -0.35 -0.56 -0.012
N -0.22 0.30 0.64 -0.578
C 0.71 1.06 1.22 -0.085
S 0.43 2.15 2.37 -0.095
H -0.23 -1.46 -2.27 0.213
H -1.58 -1.77 -1.02 0.203
H 0.94 -0.10 -0.99 0.190
H -1.13 0.44 1.04 0.415
H 1.73 0.95 0.89 0.197
```

SMILES = C=CNC=S
charge = 0
E_LUMO = 0.4 eV

---

Entry B
Computed, not measured: an isolated molecule of C3H5NS, with ωB97M-V/def2-TZVPD.

Geometry as XYZ:
```
10
Properties=species:S:1:pos:R:3:nbo_charge:R:1
C -0.69 0.71 -0.42 -0.509
C -0.68 -0.07 0.64 0.155
C -0.71 -1.06 1.50 -0.475
N 1.74 0.90 -0.65 -1.172
S 0.59 0.96 -1.63 0.966
H -1.63 0.99 -0.78 0.227
H -0.91 -2.07 1.02 0.237
H -0.54 -1.01 2.62 0.244
H 2.59 1.23 -1.07 0.354
H 0.48 -0.39 -2.15 -0.026
```

charge = 0
E_LUMO = 0.5 eV

---

Most stable: entry A (next structure +358.1 kJ/mol)

---

Entry A
Computed, not measured: an isolated molecule of C3H5NS, with ωB97M-V/def2-TZVPD.

Geometry as XYZ:
```
10
Properties=species:S:1:pos:R:3:nbo_charge:R:1
S -0.76 -0.59 -1.58 -0.121
C 0.02 -0.02 -0.22 0.126
C 0.40 -0.67 1.10 -0.484
C 0.87 0.65 1.67 -0.228
N 0.17 1.18 0.42 -0.572
H 1.03 -1.66 1.15 0.241
H -0.65 -0.79 1.52 0.244
H 0.65 1.06 2.69 0.207
H 1.90 0.84 1.67 0.189
H 0.34 2.08 0.04 0.398
```

SMILES = S=C1CCN1
charge = 0
E_LUMO = 0.6 eV

---

Entry B
Computed, not measured: an isolated molecule of C3H5NS, with ωB97M-V/def2-TZVPD.

Geometry as XYZ:
```
10
Properties=species:S:1:pos:R:3:nbo_charge:R:1
C 1.75 0.64 -0.34 -0.304
C 0.42 0.31 -0.48 -0.303
C -0.10 -0.88 0.21 0.039
N -1.27 -1.09 0.52 -0.469
S -2.34 0.31 0.27 0.084
H 1.98 1.45 -1.01 0.199
H 2.40 0.15 0.29 0.192
H -0.01 1.20 -0.79 0.233
H 0.52 -1.75 0.41 0.195
H -3.34 -0.34 0.92 0.133
```

SMILES = C=C/C=N\S
charge = 0
E_LUMO = 0.4 eV

---

Most stable: entry A (next structure +82.0 kJ/mol)

---

Entry A
Computed, not measured: an isolated molecule of C2H5N3OS, with ωB97M-V/def2-TZVPD.

Geometry as XYZ:
```
12
Properties=species:S:1:pos:R:3:nbo_charge:R:1
H 2.13 0.66 -0.02 0.350
N 1.29 0.25 0.38 -0.719
C 0.35 0.53 -0.40 0.601
N 0.42 0.82 -1.80 -0.823
N -1.16 0.72 0.08 -0.803
S -1.35 -0.12 1.66 0.416
C -0.52 -1.68 1.42 0.231
O 0.08 -2.27 0.51 -0.525
H -0.26 1.60 -1.92 0.382
H 1.47 1.22 -1.87 0.376
H -1.86 0.24 -0.59 0.392
H -0.58 -1.98 2.55 0.122
```

SMILES = [H]/N=C(\N)NSC=O
charge = 0
E_LUMO = 0.4 eV

---

Entry B
Computed, not measured: a cluster of 2 separate species, C2H5N3OS in total, with ωB97M-V/def2-TZVPD.

Geometry as XYZ:
```
12
Properties=species:S:1:pos:R:3:nbo_charge:R:1
C -0.40 0.90 0.22 0.206
C 1.18 -0.33 1.60 0.245
H -1.73 -1.03 -0.56 0.363
H -0.30 -2.17 -0.95 0.392
H 0.45 0.47 -1.80 0.385
H -0.64 1.99 -1.47 0.329
H 1.75 0.59 0.60 0.223
N -0.72 -1.21 -0.48 -0.680
N 0.11 -0.08 -0.83 -0.544
N -0.71 2.10 -0.32 -0.639
O 1.62 -1.52 2.07 -0.550
S -0.61 0.29 1.91 0.271
```

charge = 0
E_LUMO = -0.1 eV

---

Most stable: entry A (next structure +474.1 kJ/mol)

---

Entry A
Computed, not measured: an isolated molecule of C2H5N3OS, with ωB97M-V/def2-TZVPD.

Geometry as XYZ:
```
12
Properties=species:S:1:pos:R:3:nbo_charge:R:1
H 2.81 0.53 0.03 0.361
N 1.83 0.52 -0.32 -0.733
C 1.47 -0.73 0.02 0.297
N 0.16 -1.12 -0.05 -0.610
C -1.00 -0.34 -0.04 0.238
S -2.56 -0.97 -0.15 -0.299
N -0.77 0.96 -0.07 -0.291
O -1.73 2.00 -0.02 -0.524
H 2.16 -1.62 0.38 0.189
H -0.04 -2.09 0.03 0.425
H 0.29 1.32 0.00 0.450
H -2.62 1.54 0.17 0.498
```

SMILES = [H]/N=C/NC(=S)NO
charge = 0
E_LUMO = 0.4 eV

---

Entry B
Computed, not measured: an isolated molecule of C2H5N3OS, with ωB97M-V/def2-TZVPD.

Geometry as XYZ:
```
12
Properties=species:S:1:pos:R:3:nbo_charge:R:1
C 2.63 0.25 0.06 -0.086
N 2.10 -0.95 0.22 -0.530
S 0.43 -1.12 -0.25 0.374
C -0.30 0.43 -0.15 0.446
O 0.22 1.47 -0.23 -0.577
N -1.75 0.39 0.27 -0.481
N -2.44 -0.74 -0.03 -0.638
H 1.91 1.10 -0.26 0.230
H 3.69 0.44 0.30 0.190
H -2.08 1.33 -0.09 0.369
H -1.96 -1.33 -0.75 0.345
H -2.45 -1.28 0.92 0.357
```

SMILES = C=NSC(=O)NN
charge = 0
E_LUMO = 0.5 eV

---

Most stable: entry A (next structure +73.8 kJ/mol)

---

Entry A
Computed, not measured: an isolated molecule of C2H5N3OS, with ωB97M-V/def2-TZVPD.

Geometry as XYZ:
```
12
Properties=species:S:1:pos:R:3:nbo_charge:R:1
H -1.79 1.96 1.20 0.371
N -1.25 1.24 0.73 -0.735
C -0.13 1.03 1.24 0.300
N 0.79 0.18 0.74 -0.595
C 0.69 -0.63 -0.37 0.249
S 1.95 -1.67 -0.82 -0.308
N -0.45 -0.56 -1.03 -0.283
O -0.67 -1.34 -2.16 -0.521
H 0.20 1.47 2.14 0.166
H 1.65 0.07 1.21 0.425
H -1.23 0.01 -0.67 0.446
H 0.23 -1.75 -2.21 0.485
```

SMILES = [H]/N=C/NC(=S)NO
charge = 0
E_LUMO = 0.5 eV

---

Entry B
Computed, not measured: an isolated molecule of C2H5N3OS, with ωB97M-V/def2-TZVPD.

Geometry as XYZ:
```
12
Properties=species:S:1:pos:R:3:nbo_charge:R:1
H 0.43 2.65 -0.17 0.342
N -0.21 1.88 -0.27 -0.711
C 0.38 0.79 -0.05 0.675
N 1.72 0.58 0.19 -0.777
S 2.50 -0.87 -0.34 0.185
O -0.28 -0.45 0.04 -0.407
N -1.65 -0.13 -0.34 -0.076
C -2.38 -1.15 -0.10 -0.114
H 2.37 1.35 0.09 0.403
H 2.59 -1.48 0.84 0.104
H -3.42 -1.08 -0.32 0.195
H -2.04 -2.07 0.43 0.181
```

SMILES = [H]/N=C(\NS)ON=C
charge = 0
E_LUMO = 0.7 eV

---

Entry C
Computed, not measured: an isolated molecule of C2H5N3OS, with ωB97M-V/def2-TZVPD.

Geometry as XYZ:
```
12
Properties=species:S:1:pos:R:3:nbo_charge:R:1
C -0.61 -0.08 -0.07 0.651
C 1.89 0.33 -0.07 0.409
N -1.66 -0.94 0.04 -0.803
N 0.59 -0.52 -0.32 -0.664
N -0.74 1.24 0.13 -0.811
O 1.79 1.57 -0.09 -0.654
S 3.15 -0.70 0.09 -0.261
H -1.25 -1.85 0.03 0.392
H -2.45 -0.81 0.78 0.423
H 0.83 -1.51 -0.56 0.437
H -1.71 1.54 0.32 0.405
H 0.17 1.72 -0.29 0.475
```

charge = 0
E_LUMO = 0.1 eV

---

Entry D
Computed, not measured: an isolated molecule of C2H5N3OS, with ωB97M-V/def2-TZVPD.

Geometry as XYZ:
```
12
Properties=species:S:1:pos:R:3:nbo_charge:R:1
H -2.37 0.71 -0.34 0.328
N -1.88 1.10 0.48 -0.656
C -0.69 0.61 0.35 0.306
N 0.30 1.01 1.18 -0.307
O 1.19 0.11 1.69 -0.547
C -0.26 -0.44 -0.52 0.058
N -1.22 -1.37 -0.63 -0.752
S 1.18 -0.40 -1.34 -0.123
H 0.09 1.66 1.93 0.379
H 2.03 0.37 1.17 0.486
H -1.96 -1.26 0.05 0.410
H -0.91 -2.27 -1.00 0.420
```

SMILES = [H]/N=C(/NO)C(N)=S
charge = 0
E_LUMO = -0.3 eV

---

Most stable: entry C (next structure +113.9 kJ/mol)

---

Entry A
Computed, not measured: an isolated molecule of C2H5N3OS, with ωB97M-V/def2-TZVPD.

Geometry as XYZ:
```
12
Properties=species:S:1:pos:R:3:nbo_charge:R:1
N -0.10 1.94 -0.16 -0.667
N 0.35 0.87 0.56 -0.218
C 0.04 -0.21 0.00 0.202
N -0.68 -0.07 -1.29 -0.852
C 0.44 -1.55 0.50 0.319
O 0.48 -2.53 -0.20 -0.548
S 0.91 -1.84 2.09 0.089
H -0.22 1.66 -1.33 0.398
H 0.60 2.94 -0.08 0.377
H -1.04 -0.99 -1.44 0.390
H -1.82 0.36 -1.11 0.376
H 1.04 -0.60 2.46 0.134
```

SMILES = N/N=C(\N)C(=O)S
charge = 0
E_LUMO = 0.3 eV

---

Entry B
Computed, not measured: a cluster of 2 separate species, C2H5N3OS in total, with ωB97M-V/def2-TZVPD.

Geometry as XYZ:
```
12
Properties=species:S:1:pos:R:3:nbo_charge:R:1
N -1.22 0.85 -1.11 -0.817
C 0.03 0.76 -0.71 0.700
O 0.84 1.01 -1.83 -0.693
N 0.40 0.48 0.49 -0.745
S 2.01 0.34 0.91 0.126
H -1.87 0.52 -0.38 0.422
H -1.55 1.30 -1.97 0.419
H 1.68 0.69 -1.61 0.481
H 1.82 0.79 2.16 0.120
C -0.73 -2.28 1.36 0.087
N -1.05 -1.56 0.55 -0.329
H -0.36 -2.89 2.14 0.227
```

SMILES = N/C(O)=N/S.C#N
charge = 0
E_LUMO = 0.8 eV

---

Entry C
Computed, not measured: a structure of composition C2H5N3OS, with ωB97M-V/def2-TZVPD.

Geometry as XYZ:
```
12
Properties=species:S:1:pos:R:3:nbo_charge:R:1
C 0.46 1.07 1.19 0.756
C -0.31 -1.09 -1.63 -0.563
N -0.74 -0.52 -0.48 -0.127
N -0.72 0.82 1.81 -0.810
N 0.83 0.30 0.06 -0.563
O 1.19 1.92 1.63 -0.583
S 2.07 0.06 -0.84 0.372
H -0.96 -1.95 -1.86 0.241
H 0.74 -1.41 -1.40 0.224
H -0.24 -0.37 -2.52 0.236
H -1.39 0.11 1.37 0.421
H -0.93 1.08 2.67 0.397
```

charge = 0
E_LUMO (spin up / spin down) = -1.4 / -0.9 eV

---

Most stable: entry B (next structure +157.3 kJ/mol)

---

Entry A
Computed, not measured: an isolated molecule of N2O3S, with ωB97M-V/def2-TZVPD.

Geometry as XYZ:
```
6
Properties=species:S:1:pos:R:3:nbo_charge:R:1
N 0.50 -0.56 1.99 0.169
N 0.10 0.11 1.05 -0.130
O -0.65 1.44 -1.16 -0.831
O -1.04 -0.91 -0.67 -0.836
O 1.31 -0.13 -1.13 -0.821
S -0.08 0.13 -0.96 2.448
```

charge = 0
E_LUMO = -1.7 eV

---

Entry B
Computed, not measured: an isolated molecule of N2O3S, with ωB97M-V/def2-TZVPD.

Geometry as XYZ:
```
6
Properties=species:S:1:pos:R:3:nbo_charge:R:1
N -0.16 1.73 0.06 0.451
N -0.77 -1.31 -0.10 -0.554
O 0.35 -1.74 0.94 -0.562
O -0.94 1.63 -0.81 -0.206
O 0.81 0.63 0.23 -0.659
S 0.70 -0.94 -0.33 1.530
```

charge = 0
E_LUMO = -0.9 eV

---

Entry C
Computed, not measured: a cluster of 2 separate species, N2O3S in total, with ωB97M-V/def2-TZVPD.

Geometry as XYZ:
```
6
Properties=species:S:1:pos:R:3:nbo_charge:R:1
N -0.87 1.05 -0.04 0.447
N 0.82 -1.14 -0.06 0.029
O 0.28 0.97 0.33 -0.290
O -1.69 1.97 -0.01 -0.323
O 1.87 -1.10 0.48 -0.215
S -0.42 -1.74 -0.70 0.353
```

charge = 0
E_LUMO (spin up / spin down) = -1.0 / -1.9 eV

---

Most stable: entry A (next structure +456.8 kJ/mol)

---

Entry A
Computed, not measured: a cluster of 4 separate species, C4H4Cl12 in total, with ωB97M-V/def2-TZVPD.

Geometry as XYZ:
```
20
Properties=species:S:1:pos:R:3:nbo_charge:R:1
Cl 9.29 10.08 6.44 0.001
C 10.45 9.30 5.35 -0.340
Cl 11.41 10.45 4.50 0.033
Cl 9.74 8.16 4.29 0.059
H 11.16 8.84 6.09 0.242
Cl 6.04 8.79 6.87 0.014
C 6.20 7.35 5.88 -0.295
Cl 5.91 7.74 4.19 0.014
Cl 5.04 6.16 6.28 0.047
H 7.16 7.03 6.10 0.221
Cl 13.07 6.06 5.79 0.046
C 13.04 5.72 7.48 -0.301
Cl 12.25 4.28 7.93 0.075
Cl 12.42 7.19 8.37 -0.043
H 14.06 5.74 7.84 0.228
Cl 15.10 13.55 8.50 0.021
C 14.12 12.73 7.29 -0.274
Cl 13.73 11.01 7.78 -0.002
Cl 15.02 12.69 5.76 0.013
H 13.28 13.44 7.18 0.241
```

SMILES = ClC(Cl)Cl.ClC(Cl)Cl.ClC(Cl)Cl.ClC(Cl)Cl
charge = 0
E_LUMO = 0.3 eV

---

Entry B
Computed, not measured: a cluster of 4 separate species, C4H4Cl12 in total, with ωB97M-V/def2-TZVPD.

Geometry as XYZ:
```
20
Properties=species:S:1:pos:R:3:nbo_charge:R:1
Cl -1.63 -6.85 -5.06 0.045
C -2.19 -5.39 -5.85 -0.250
Cl -3.77 -4.84 -5.21 0.002
Cl -2.54 -5.57 -7.66 -0.029
H -1.46 -4.59 -5.72 0.232
Cl -1.61 -1.76 -1.42 -0.022
C -2.21 -0.12 -0.91 -0.269
Cl -3.94 -0.13 -1.02 0.042
Cl -1.44 1.06 -2.01 0.015
H -1.89 0.03 0.13 0.234
Cl 5.00 -2.13 3.54 0.019
C 4.14 -0.63 3.13 -0.258
Cl 2.42 -0.85 3.53 0.019
Cl 4.38 -0.38 1.35 -0.015
H 4.52 0.27 3.62 0.235
Cl -1.00 7.30 4.37 0.010
C 0.46 6.39 3.87 -0.275
Cl 0.09 4.89 2.98 0.023
Cl 1.68 6.21 5.15 0.018
H 0.98 7.07 3.19 0.224
```

SMILES = ClC(Cl)Cl.ClC(Cl)Cl.ClC(Cl)Cl.ClC(Cl)Cl
charge = 0
E_LUMO = 0.2 eV

---

Most stable: entry A (next structure +8.0 kJ/mol)